Record 1
Entry from the OMol25 dataset: a molecular structure, C12H36BaNO9 in a non-equilibrium geometry (the ωB97M-V functional and the def2-TZVPD basis).

CARTESIAN COORDINATES (ANGSTROEM)
Ba  4.5124  -0.6248  17.2840
N  2.3808  -3.7615  16.4063
O  2.2845  -3.8997  15.1797
O  2.7658  -2.7219  16.8617
O  2.0784  -4.7207  17.1348
C  5.8035  -6.8571  13.4744
C  4.6087  -6.0484  12.9137
O  3.9575  -6.7646  11.8620
H  6.2323  -6.4326  14.3821
H  6.5514  -6.7958  12.6839
H  5.5401  -7.9141  13.5124
H  4.8992  -5.1063  12.4488
H  3.8763  -5.9542  13.7154
H  3.0373  -6.4910  11.8648
C  2.1086  -8.2373  17.0291
C  2.9832  -7.7178  15.9229
O  3.9232  -6.9275  16.5593
H  2.6806  -8.9157  17.6621
H  1.2946  -8.8228  16.6017
H  1.7559  -7.4200  17.6581
H  2.4018  -7.1377  15.2064
H  3.5436  -8.5471  15.4912
H  3.4995  -6.1029  16.8083
C  0.9167  -1.4705  19.5701
C  2.3607  -1.3795  19.9684
O  2.9003  -0.1914  19.5335
H  0.8337  -0.9764  18.6021
H  0.3276  -0.8804  20.2721
H  0.5197  -2.4854  19.5455
H  2.7980  -2.2512  19.4815
H  2.4878  -1.5413  21.0388
H  2.5057  0.4390  20.1405
C  5.5227  -4.4640  18.4436
C  5.7994  -4.2472  16.9113
O  6.0629  -2.8863  16.6935
H  5.3619  -5.5269  18.6238
H  4.6537  -3.9153  18.8068
H  6.3442  -4.1346  19.0798
H  4.9780  -4.5378  16.2563
H  6.6763  -4.7822  16.5468
H  6.3972  -2.8109  15.7967
C  2.4860  -6.3157  20.4050
C  1.4879  -5.2292  20.5580
O  0.5056  -5.3733  19.5619
H  2.9264  -6.1995  19.4147
H  2.0539  -7.3150  20.4564
H  3.3283  -6.2941  21.0965
H  1.9629  -4.2488  20.5217
H  0.8899  -5.2972  21.4668
H  0.9444  -5.2879  18.7123
C  -1.8187  -6.4905  16.8680
C  -0.9589  -5.6998  15.7954
O  -1.6433  -5.3932  14.5577
H  -1.2784  -6.5969  17.8087
H  -2.1298  -7.4966  16.5867
H  -2.7677  -5.9702  16.9979
H  -0.1059  -6.3359  15.5587
H  -0.5545  -4.7600  16.1713
H  -1.1019  -5.6247  13.7995

- Total charge: +1
- Kohn-Sham gap: 6.460 eV
- Relative energy (zero: lowest compared OMol25 entry of this formula, charge and spin): 105.73 kcal/mol
- Lowest unoccupied orbital energy: -5.01 eV

Record 2
Entry from the OMol25 dataset: 2 unconnected molecules or ions with the total composition C9H14 in a non-equilibrium geometry (the ωB97M-V functional and the def2-TZVPD basis).

CARTESIAN COORDINATES (ANGSTROEM)
C  0.4072  1.6658  -0.6242
C  1.2397  0.4293  -0.6854
C  2.4287  0.4358  -1.4317
C  3.2546  -0.6693  -1.5775
C  2.8384  -1.8706  -1.0024
C  1.6893  -1.9021  -0.2253
C  0.9954  -0.7329  0.0345
H  0.8647  2.3559  0.0892
H  -0.5997  1.4686  -0.2577
H  0.3562  2.2046  -1.5670
H  2.3994  1.1682  -2.2413
H  4.1513  -0.6095  -2.1787
H  3.3957  -2.7464  -1.3171
H  1.3897  -2.8863  0.0842
H  0.1432  -0.8171  0.7067
C  -2.9839  -0.4117  1.7456
C  -3.3477  0.9799  1.2520
H  -2.1298  -0.2976  2.4309
H  -3.6941  -0.8795  2.4255
H  -2.5689  -1.0077  0.9422
H  -3.8485  1.5953  2.0040
H  -3.9337  0.9600  0.3331
H  -2.4473  1.5675  1.0605

- SMILES: Cc1ccccc1.CC
- Kohn-Sham gap: 9.991 eV
- Relative energy (zero: lowest compared OMol25 entry of this formula, charge and spin): 17.95 kcal/mol
- Lowest unoccupied orbital energy: 1.03 eV

Record 3
Entry from the OMol25 dataset: a molecular structure, C20H43OP3RuSe in a non-equilibrium geometry (the ωB97M-V functional and the def2-TZVPD basis).

CARTESIAN COORDINATES (ANGSTROEM)
Ru  -0.4047  -0.4390  -0.9884
P  0.4575  2.4096  -0.3216
P  -2.1981  0.7897  -1.2101
P  1.0209  0.0179  -2.5409
H  0.8676  -0.8353  2.1881
C  1.9359  -0.7900  1.7950
C  2.7213  0.2653  1.9508
H  2.5195  1.0862  2.6644
C  0.0910  3.2635  1.2935
C  -0.1659  3.7745  -1.4311
C  2.2466  2.8860  -0.4172
C  -3.3436  -0.6131  -1.1396
C  -2.9701  2.0107  -0.1013
C  -2.3655  1.4784  -2.8816
C  2.7631  -0.2921  -2.0306
C  1.1849  1.3996  -3.7464
C  0.6395  -1.3682  -3.6072
H  1.9500  -1.3501  0.8234
H  3.5422  0.4154  1.2252
H  0.6654  2.7984  2.0999
H  -0.9725  3.1945  1.5394
H  0.3819  4.3161  1.1754
H  -1.2472  3.9143  -1.3606
H  0.1041  3.5712  -2.4721
H  0.3422  4.6891  -1.0840
H  2.7814  2.4865  0.4475
H  2.2664  3.9809  -0.3977
H  2.7098  2.5170  -1.3319
H  -4.2776  -0.3703  -1.6457
H  -3.5288  -0.8686  -0.0946
H  -2.8581  -1.4594  -1.6387
H  -4.0488  2.0471  -0.2887
H  -2.5597  3.0087  -0.2592
H  -2.7936  1.6876  0.9291
H  -3.4344  1.5946  -3.1161
H  -1.9074  0.7755  -3.5934
H  -1.8617  2.4566  -2.9272
H  3.2903  -0.7284  -2.8801
H  2.8116  -1.0103  -1.2071
H  3.2461  0.6124  -1.6539
H  1.7421  1.0272  -4.6252
H  1.7363  2.2709  -3.3529
H  0.2174  1.7797  -4.1156
H  1.5658  -1.6527  -4.1250
H  -0.1422  -1.1147  -4.3290
H  0.2824  -2.1811  -2.9730
C  0.0531  -3.8384  1.1045
C  1.1470  -4.1448  1.9428
C  1.6812  -5.4547  1.9252
C  1.1334  -6.4415  1.0868
C  0.0445  -6.1220  0.2634
C  -0.5189  -4.8396  0.2937
Se  -1.0046  -2.2251  0.9145
H  1.0576  -1.0927  -0.9101
H  1.5376  -3.3970  2.6266
H  2.5064  -5.7231  2.5853
H  1.5318  -7.4698  1.0851
H  -0.4227  -6.8772  -0.3942
H  -1.4402  -4.6078  -0.2617
C  -2.4219  1.3391  3.9312
C  -1.2082  0.7152  3.3256
C  -0.0574  0.4890  4.2708
O  -1.1278  0.4171  2.1142
H  -2.2124  2.3809  4.1678
H  -2.6614  0.8286  4.8632
H  -3.2605  1.2735  3.2509
H  0.7699  -0.0614  3.8125
H  0.3107  1.4690  4.6144
H  -0.4403  -0.0689  5.1435

- Total charge: +4
- 2S+1: 5
- Kohn-Sham gap (alpha / beta): 5.878 / 4.885 eV
- Relative energy (zero: lowest compared OMol25 entry of this formula, charge and spin): 111.00 kcal/mol
- Lowest unoccupied orbital energy (alpha / beta): -14.82 / -15.67 eV

Record 4
Entry from the OMol25 dataset: 2 unconnected molecules or ions with the total composition C3H7OS in a non-equilibrium geometry (the ωB97M-V functional and the def2-TZVPD basis).

CARTESIAN COORDINATES (ANGSTROEM)
O  0.1967  2.4562  2.1594
C  -0.0166  1.9588  1.0844
H  -0.5894  2.4764  0.2699
H  0.3387  0.9742  0.7097
C  -1.5561  -1.2979  -0.1731
C  -0.5544  -1.0991  -1.3107
S  1.1607  -0.9055  -0.7839
H  -1.2126  -2.0271  0.5569
H  -1.6606  -0.3294  0.3221
H  -2.5356  -1.6200  -0.5465
H  -0.5984  -1.9573  -2.0127
H  -0.9537  -0.3398  -1.9984

- Total charge: -1
- Kohn-Sham gap: 6.503 eV
- Relative energy (zero: lowest compared OMol25 entry of this formula, charge and spin): 25.78 kcal/mol
- Lowest unoccupied orbital energy: 4.00 eV

Record 5
Entry from the OMol25 dataset: a molecular structure, C17H16Br2CrF3N3O3Se2 in a non-equilibrium geometry (the ωB97M-V functional and the def2-TZVPD basis).

CARTESIAN COORDINATES (ANGSTROEM)
Cr  -0.0368  -0.1613  0.0980
Br  -2.4688  3.5018  5.0204
C  -1.6882  2.5040  3.6291
C  -0.9307  3.1216  2.6309
C  -0.3894  2.3311  1.6416
N  -0.5632  1.0092  1.5674
C  -1.2532  0.4017  2.5622
C  -1.8334  1.1229  3.6004
C  -1.2334  -1.0518  2.4797
C  -1.8681  -1.9124  3.3677
C  -1.6623  -3.2805  3.2428
Br  -2.4693  -4.4854  4.4418
C  -0.8089  -3.7414  2.2410
C  -0.2475  -2.8228  1.3798
N  -0.4626  -1.5126  1.4728
H  -0.7636  4.1866  2.6340
H  0.2571  2.7466  0.8800
H  -2.3695  0.6192  4.3893
H  -2.4868  -1.5317  4.1609
H  -0.5897  -4.7909  2.1422
H  0.4204  -3.1398  0.5901
C  4.1079  0.2738  -2.4027
Se  2.5988  -0.9664  -2.2755
C  1.4833  -0.1778  -3.7062
C  1.0705  1.2519  -3.4483
Se  -0.2095  1.4848  -1.9405
C  0.2844  3.3683  -1.6772
H  4.6230  0.1476  -3.3543
H  4.7880  0.0394  -1.5879
H  3.7652  1.3007  -2.2921
H  0.6170  -0.8329  -3.8146
H  2.0709  -0.2240  -4.6257
H  0.5569  1.6617  -4.3272
H  1.9315  1.8844  -3.2201
H  0.2140  3.8913  -2.6313
H  1.2940  3.4455  -1.2761
H  -0.4372  3.7978  -0.9890
O  3.7839  -0.1909  1.7493
C  2.7790  -0.1025  1.1710
N  1.7690  0.0226  0.5538
F  -3.4819  -1.5888  -2.6133
C  -2.3200  -2.2017  -2.4105
F  -1.7060  -2.3261  -3.5917
F  -2.5697  -3.4317  -1.9489
C  -1.4271  -1.4204  -1.4247
O  -1.9453  -0.6501  -0.6017
O  -0.1921  -1.5704  -1.4871

- Total charge: +1
- 2S+1: 2
- Kohn-Sham gap (alpha / beta): 5.845 / 5.939 eV
- Relative energy (zero: lowest compared OMol25 entry of this formula, charge and spin): 14.35 kcal/mol
- Lowest unoccupied orbital energy (alpha / beta): -4.65 / -4.54 eV

Record 6
Entry from the OMol25 dataset: C5H10N2 in the gas phase in a non-equilibrium geometry (the ωB97M-V functional and the def2-TZVPD basis).

CARTESIAN COORDINATES (ANGSTROEM)
C  2.8231  0.1001  -0.0740
N  1.5098  -0.4197  -0.2506
C  0.7016  -0.1144  0.6237
N  -0.4428  -0.8335  0.7513
C  -1.1692  -1.4159  -0.3816
C  -1.7537  -0.3066  0.3160
C  -1.8069  1.1220  -0.1999
H  3.5920  -0.6488  -0.3005
H  3.0015  0.9564  -0.7717
H  2.9911  0.4485  0.9844
H  0.8900  0.6230  1.3941
H  -1.4001  -2.4497  -0.5507
H  -0.6985  -1.0541  -1.3054
H  -2.6373  -0.4877  0.8552
H  -1.9047  1.8472  0.5668
H  -0.9332  1.3528  -0.8744
H  -2.7626  1.2806  -0.7826

- SMILES: C/N=C/N1C[C@@H]1C
- Kohn-Sham gap: 10.052 eV
- Relative energy (zero: lowest compared OMol25 entry of this formula, charge and spin): 53.30 kcal/mol
- Lowest unoccupied orbital energy: 1.11 eV

Record 7
Entry from the OMol25 dataset: 4 unconnected molecules or ions with the total composition C3H14O3S2 in a non-equilibrium geometry (the ωB97M-V functional and the def2-TZVPD basis).

CARTESIAN COORDINATES (ANGSTROEM)
C  -2.3794  0.6826  2.1076
C  -1.2002  -0.3234  2.3876
C  -0.4376  -0.5085  1.0687
S  0.7666  -1.8838  1.3974
S  -0.2615  -3.6249  0.9660
H  -2.0196  1.3210  1.2871
H  -3.3317  0.2672  1.8172
H  -2.4988  1.3355  2.9757
H  -1.6723  -1.3064  2.5990
H  -0.5032  0.0623  3.1193
H  0.0791  0.4285  0.8291
H  -1.0729  -0.7138  0.2130
H  -0.9519  -3.5534  2.1477
O  0.8670  0.9676  -1.2702
H  1.1266  1.8779  -1.2502
H  1.5451  0.3352  -1.0904
O  0.3089  -1.2470  -5.1539
H  -0.2273  -1.9806  -4.8434
H  0.6102  -0.9113  -4.2960
O  3.6233  2.5922  -1.5522
H  3.2174  3.1707  -2.2191
H  4.4122  3.0121  -1.2401

- SMILES: CCCSS.O.O.O
- Kohn-Sham gap: 9.263 eV
- Relative energy (zero: lowest compared OMol25 entry of this formula, charge and spin): 19.97 kcal/mol
- Lowest unoccupied orbital energy: 0.37 eV

Record 8
Entry from the OMol25 dataset: a molecular structure, C3H6F2N2 in a non-equilibrium geometry (the ωB97M-V functional and the def2-TZVPD basis).

CARTESIAN COORDINATES (ANGSTROEM)
C  1.2708  -0.2394  -0.0153
C  0.2838  0.4873  1.0030
C  -1.2669  -0.4709  -0.3249
N  0.4591  -0.7768  -1.1146
N  -1.0466  0.6294  0.4454
F  -1.4706  -1.5648  0.3664
F  -1.1485  1.7966  -0.3955
H  2.0037  0.4381  -0.4748
H  1.6208  -0.9979  0.6044
H  0.1325  -0.1364  1.8804
H  0.7067  1.5132  1.2610
H  -1.9636  -0.5203  -1.2563
H  0.4188  -0.1581  -1.9792

- Kohn-Sham gap: 10.164 eV
- Relative energy (zero: lowest compared OMol25 entry of this formula, charge and spin): 93.91 kcal/mol
- Lowest unoccupied orbital energy: 1.03 eV